Entry 1:
Formula: C12H36N6O6
Source: OMol25
Level of theory: ωB97M-V with the def2-TZVPD basis set

```
60
C12H36N6O6 (ωB97M-V with the def2-TZVPD basis set)
N -6.106 22.217 11.373
C -5.586 22.485 12.616
N -6.460 22.484 13.657
O -4.396 22.792 12.745
H -5.431 22.161 10.634
H -7.085 22.191 11.176
H -7.403 22.192 13.485
H -6.178 22.759 14.592
N -6.514 23.815 6.568
C -6.916 22.754 7.339
N -7.692 23.076 8.437
O -6.726 21.581 7.045
H -6.453 24.769 6.872
H -5.884 23.579 5.819
H -7.840 24.011 8.764
H -8.046 22.296 8.954
N -2.423 20.306 13.056
C -1.173 19.927 13.480
N -1.096 18.686 14.082
O -0.179 20.644 13.393
H -2.681 21.204 12.687
H -3.100 19.570 12.960
H -0.190 18.423 14.417
H -1.882 18.079 14.202
C -3.129 21.875 8.681
C -2.402 20.753 7.952
C -3.326 19.970 7.035
O -1.351 21.299 7.146
H -3.896 22.340 8.057
H -2.407 22.565 9.119
H -3.718 21.492 9.525
H -1.951 20.074 8.682
H -3.008 18.935 6.928
H -3.401 20.452 6.061
H -4.341 19.987 7.441
H -1.095 22.149 7.514
C -7.265 23.049 18.739
C -6.460 23.644 17.605
C -4.967 23.381 17.797
O -7.052 23.281 16.353
H -7.317 21.963 18.592
H -8.334 23.302 18.705
H -6.894 23.352 19.714
H -6.493 24.744 17.661
H -4.762 22.315 17.901
H -4.719 23.951 18.688
H -4.398 23.755 16.949
H -7.937 23.654 16.336
C -1.908 25.389 17.247
C -1.084 25.115 16.002
C -1.629 23.931 15.245
O -1.106 26.274 15.163
H -1.777 24.606 17.997
H -2.959 25.589 17.041
H -1.514 26.302 17.707
H -0.063 24.909 16.331
H -2.608 24.177 14.824
H -1.899 23.112 15.922
H -0.973 23.562 14.463
H -1.741 26.118 14.459
```

As for the SMILES: NC(N)=O.NC(N)=O.NC(N)=O.CC(C)O.CC(C)O.CC(C)O. The value obtained for the HOMO energy is -9.494 eV. Its net charge is 0. The largest force on an atom is 0.0305 Eh/bohr. As for the spin multiplicity: 1. Its HOMO-LUMO gap is 9.6 eV.

***

Entry 2:
Formula: C12H36NO9
Source: OMol25
Level of theory: ωB97M-V with the def2-TZVPD basis set

```
58
C12H36NO9 (ωB97M-V with the def2-TZVPD basis set)
N -1.388 -0.362 -1.087
O -0.763 -0.690 -2.103
O -1.852 -1.290 -0.509
O -1.483 0.795 -0.628
O 2.936 -3.565 -3.095
H 2.291 -4.257 -3.238
H 2.414 -2.786 -2.903
O 3.360 1.000 -6.239
H 3.540 1.709 -5.623
H 2.800 0.395 -5.753
C 1.099 2.707 8.543
C 0.042 2.252 7.507
C 0.375 2.662 6.062
O 0.040 0.860 7.564
H 2.104 2.539 8.158
H 0.976 2.325 9.557
H 1.045 3.792 8.638
H -0.923 2.637 7.836
H 0.212 3.717 5.844
H -0.186 2.015 5.387
H 1.453 2.529 5.975
H 0.238 0.510 6.693
C 2.091 -4.608 3.450
C 0.989 -4.901 4.477
C 1.467 -4.931 5.937
O -0.020 -3.942 4.286
H 1.696 -4.542 2.436
H 2.709 -5.505 3.412
H 2.679 -3.705 3.613
H 0.455 -5.791 4.143
H 0.718 -4.574 6.644
H 2.370 -4.321 5.917
H 1.845 -5.915 6.215
H -0.087 -3.711 3.357
C -3.796 -4.353 -6.438
C -3.101 -3.836 -7.641
C -3.559 -4.418 -8.992
O -3.162 -2.402 -7.565
H -4.004 -5.401 -6.655
H -4.676 -3.739 -6.244
H -3.141 -4.385 -5.568
H -2.033 -4.023 -7.524
H -2.948 -4.003 -9.794
H -4.601 -4.165 -9.186
H -3.385 -5.487 -9.114
H -2.891 -2.161 -6.676
C 0.900 6.134 -2.425
C 0.419 7.037 -1.247
C 0.600 8.541 -1.358
O -0.881 6.670 -0.925
H 0.134 5.951 -3.178
H 1.097 5.157 -1.983
H 1.815 6.444 -2.929
H 0.971 6.734 -0.357
H 0.100 9.109 -0.573
H 0.171 8.971 -2.263
H 1.594 8.858 -1.041
H -0.866 5.719 -0.795
```

The value obtained for the HOMO energy is -4.281 eV. Its net charge is -1. The largest force on an atom is 0.1023 Eh/bohr. As for the spin multiplicity: 1. Its HOMO-LUMO gap is 6.8 eV.

***

Entry 3:
Formula: C12H36O12
Source: OMol25
Level of theory: ωB97M-V with the def2-TZVPD basis set

```
60
C12H36O12 (ωB97M-V with the def2-TZVPD basis set)
C 0.723 1.523 -3.266
C 1.556 1.100 -4.463
O 2.104 2.091 -5.380
O 1.515 2.147 -2.244
H 0.381 0.656 -2.700
H -0.096 2.228 -3.404
H 1.040 0.381 -5.099
H 2.379 0.502 -4.073
H 2.735 1.667 -5.965
H 1.969 2.855 -2.706
C 1.660 -1.858 4.679
C 1.768 -0.746 3.701
O 0.623 -0.620 2.889
O 1.534 -3.145 4.251
H 0.720 -1.662 5.194
H 2.345 -1.888 5.527
H 2.617 -0.857 3.026
H 1.740 0.095 4.394
H 0.719 -1.317 2.236
H 1.031 -3.163 3.433
C 2.003 -2.556 1.228
C 1.619 -2.625 -0.332
O 0.568 -3.583 -0.347
O 0.882 -2.326 1.988
H 2.873 -1.933 1.436
H 2.320 -3.567 1.485
H 2.513 -2.918 -0.884
H 1.172 -1.687 -0.661
H 0.855 -4.290 -0.930
H 0.105 -2.537 1.465
C 0.421 -0.188 0.557
C -0.044 0.307 -0.841
O -1.322 -0.155 -1.183
O 0.370 0.892 1.511
H 1.408 -0.634 0.680
H -0.164 -1.025 0.939
H 0.576 -0.095 -1.641
H 0.143 1.362 -1.046
H -1.866 0.222 -0.487
H 0.506 0.568 2.405
C -3.618 -0.846 0.595
C -3.711 -1.237 -0.856
O -2.503 -1.937 -1.145
O -2.520 0.041 0.881
H -3.746 -1.736 1.211
H -4.467 -0.222 0.877
H -3.676 -0.316 -1.439
H -4.594 -1.779 -1.194
H -1.817 -1.269 -1.216
H -2.841 0.897 1.175
C -1.680 3.190 -0.709
C -0.201 3.407 -0.315
O -0.142 4.033 0.967
O -2.304 4.451 -0.849
H -2.199 2.549 0.004
H -1.627 2.730 -1.695
H 0.234 4.121 -1.014
H 0.313 2.448 -0.375
H -0.765 3.505 1.471
H -2.139 4.749 -1.746
```

The value obtained for the HOMO energy is -8.810 eV. Its net charge is 0. The largest force on an atom is 0.1922 Eh/bohr. As for the spin multiplicity: 1. Its HOMO-LUMO gap is 9.1 eV.

***

What are the LUMO values for these records? In order: 0.1; 2.5; 0.3 eV.
What are the E values for these records? In order: -34255.8373; -32941.6408; -37584.7929 eV.